Record 1
{"formula": "C4H15NO2S", "method": "ωB97M-V with the def2-TZVPD basis set", "homo_energy_ev": -8.622, "smiles": "CSCCCN.O.O", "total_charge": 0, "e_above_lowest_kj_mol": 203.83, "symbols": ["S", "O", "O", "N", "C", "C", "C", "C", "H", "H", "H", "H", "H", "H", "H", "H", "H", "H", "H", "H", "H", "H", "H"], "xyz": [[-0.3766, 0.6199, -0.3525], [-6.7786, 0.4036, 0.5119], [2.3091, 1.8086, -6.6057], [1.8594, -1.9935, 3.7061], [0.7534, -0.4171, 2.0272], [0.3843, -0.6027, -1.3778], [0.8067, 0.6745, 1.0479], [2.0270, -1.1475, 2.4606], [0.1515, -1.2429, 1.7042], [0.7987, 1.6838, 1.6321], [3.2440, 1.7968, -6.2757], [0.8199, -1.4202, -0.8256], [2.0082, 1.0190, -6.1661], [0.3924, -0.0588, 2.9606], [-6.1267, -0.1537, 0.4142], [-0.4850, -0.9682, -2.0605], [1.2277, -2.7377, 3.4880], [1.7756, 0.7936, 0.4327], [1.1295, -0.2389, -2.0855], [1.5792, -1.5298, 4.5147], [2.6834, -1.5207, 1.6142], [2.8187, -0.4666, 2.7516], [-7.0803, 0.3399, 1.4009]], "forces_ev_per_a": [[-0.5145, 0.7677, 1.0645], [-5.1225, 4.7167, -0.1794], [1.7750, 0.0459, 0.5765], [1.1544, -0.9494, -3.8817], [0.9750, -2.0688, 0.7582], [-1.3405, -0.7284, -2.0236], [2.1324, 3.1576, -1.6115], [2.1064, 0.8117, 0.9891], [-1.0214, -0.1971, -0.3118], [-0.5174, -1.5332, -1.4178], [-1.0342, 0.4712, -0.6798], [-0.1400, -0.4098, 0.2207], [-0.7399, -0.5164, 0.1009], [-0.9052, 0.3390, 0.6650], [5.4352, -4.6311, -0.7918], [1.5022, 0.2645, 1.2959], [-0.3875, -0.4443, 0.2736], [-0.9240, -0.6070, 1.3246], [0.1595, 0.3518, 0.2431], [-0.5865, 1.2644, 1.1502], [-1.5014, -1.0701, 0.7232], [-0.1952, 1.0478, 0.5416], [-0.3097, -0.0826, 0.9703]]}

Record 2
{"formula": "C4H15NO3", "method": "ωB97M-V with the def2-TZVPD basis set", "spin_multiplicity": 2, "homo_energy_ev": [0.925, -6.666], "total_charge": -1, "s_squared": 0.7506, "e_above_lowest_kj_mol": 134.03, "symbols": ["O", "O", "O", "N", "C", "C", "C", "C", "H", "H", "H", "H", "H", "H", "H", "H", "H", "H", "H", "H", "H", "H", "H"], "xyz": [[0.3662, 1.0330, 0.6482], [2.6100, 0.4047, -6.3097], [2.7235, 4.0307, 2.0057], [-0.3047, -2.3553, 2.5720], [-0.3434, 0.7216, -0.5495], [-0.9634, -2.1994, 1.2969], [-1.7184, -0.8778, 1.0660], [-1.5879, -0.2161, -0.2925], [-0.8838, -2.4215, 3.3886], [-0.7796, 1.6371, -0.8200], [-0.2018, -2.2614, 0.5163], [0.4169, -1.6564, 2.6757], [3.2125, 3.3134, 1.5893], [-1.5427, -0.1781, 1.8896], [1.7546, -0.0267, -6.1450], [-2.8001, -0.9903, 1.2165], [2.6894, 0.8404, -5.4438], [0.3324, 0.1958, -1.2166], [-1.5540, -0.9213, -1.1288], [-1.6413, -3.0242, 1.1168], [-2.4831, 0.3798, -0.4761], [2.2139, 4.3526, 1.2568], [0.4849, 0.2195, 1.1438]], "forces_ev_per_a": [[-0.0042, 0.2902, 0.0666], [-0.4936, -0.0271, 0.5050], [0.1749, 0.0642, -0.1573], [0.6740, -0.4565, -0.2306], [-0.4506, -2.0144, 2.0406], [-0.1429, 0.6437, -0.4213], [-1.0835, 0.2074, 0.5141], [0.6935, 0.6705, -0.7116], [-0.3002, 0.2794, 0.0278], [0.1500, 1.2445, -1.2110], [0.1235, -0.1570, 0.0521], [-0.0484, 0.0108, 0.3455], [0.0880, -0.2571, 0.1680], [0.6663, 0.1191, -0.2375], [0.0865, -0.1451, -0.3716], [-0.0381, -0.6203, -0.0796], [0.4015, 0.1667, -0.0797], [-0.0008, 0.5583, -0.6420], [-0.2363, -0.3973, 0.2785], [-0.0899, -0.3206, 0.0379], [-0.0667, 0.0516, 0.0741], [-0.2950, 0.1504, 0.0011], [0.1921, -0.0615, 0.0311]]}

Record 3
{"formula": "C4H15NO3", "method": "ωB97M-V with the def2-TZVPD basis set", "homo_energy_ev": -9.381, "smiles": "C/C=C/CN.O.O.O", "total_charge": 0, "e_above_lowest_kj_mol": 251.59, "symbols": ["O", "O", "O", "N", "C", "C", "C", "C", "H", "H", "H", "H", "H", "H", "H", "H", "H", "H", "H", "H", "H", "H", "H"], "xyz": [[1.8774, 1.0815, -2.1012], [-1.9555, 3.1245, -0.4781], [4.2519, -0.8080, -3.0131], [1.1133, -0.3217, 2.9423], [-2.1148, -1.0999, -0.8179], [-0.5237, -0.9688, 1.1316], [-0.2654, -0.6101, 2.6081], [-1.6387, -0.5521, 0.4710], [-3.1941, -1.3917, -0.8523], [1.8094, -1.0845, 2.8461], [1.8049, 1.8016, -1.3813], [-1.6607, -2.0788, -0.8674], [-1.8274, -0.5755, -1.6941], [1.4330, 0.3289, 2.3556], [3.8036, -0.0155, -2.5678], [4.3007, -0.2638, -3.8567], [-2.3170, 0.1158, 0.9243], [-0.9501, 0.3257, 2.8847], [0.2423, -1.7339, 0.7384], [1.0182, 0.7998, -1.7794], [-2.7365, 2.7152, -0.8713], [-1.5860, 2.5682, 0.2123], [-0.8848, -1.3568, 3.1664]], "forces_ev_per_a": [[-0.7425, 2.2426, 2.6462], [0.1010, 0.4382, -0.3024], [-0.9974, 3.6405, -0.9414], [-0.7553, -3.7876, 2.9662], [-0.5736, -2.0388, 0.2764], [-0.4367, -0.1627, -0.0183], [-2.6649, 1.4942, -0.6842], [1.8470, -1.0842, 0.4550], [0.6220, 0.9053, 0.1694], [-1.1846, 0.2106, 0.2376], [1.5083, -0.6995, -1.7568], [0.4079, -0.3924, -0.5337], [0.0301, 0.7585, -0.8084], [1.3576, 3.4605, -2.6929], [0.4613, -1.9643, 0.2612], [0.4187, -1.7027, 0.6991], [-0.4269, 0.9477, 0.9374], [1.6559, -1.4496, -0.7194], [-1.4705, 1.1796, 0.1938], [-0.6962, -1.5154, -0.8813], [0.3120, -0.2028, 0.4068], [-0.3831, -0.2978, -0.0960], [1.6101, 0.0202, 0.1857]]}

Record 4
{"formula": "C4H15NO3", "method": "ωB97M-V with the def2-TZVPD basis set", "homo_energy_ev": -8.609, "smiles": "CNCCCO.O.O", "total_charge": 0, "e_above_lowest_kj_mol": 97.32, "symbols": ["O", "O", "O", "N", "C", "C", "C", "C", "H", "H", "H", "H", "H", "H", "H", "H", "H", "H", "H", "H", "H", "H", "H"], "xyz": [[1.7912, 0.9025, 2.0389], [-0.5794, -6.2769, -1.5356], [1.9732, -1.4755, 0.5700], [-1.3173, 1.6131, -0.6731], [-0.1627, 0.8032, -0.3633], [1.2783, 2.0496, 1.3252], [1.0908, 1.6839, -0.1225], [-2.5042, 0.8222, -0.9561], [1.8643, -0.7932, 1.2568], [-1.4945, 2.3367, 0.0087], [2.0032, 1.1763, 2.9376], [-1.2996, -6.4795, -2.1377], [-2.5061, 0.5348, -2.0125], [-0.3271, 0.2477, 0.5729], [0.0469, 0.0987, -1.1602], [2.0291, 2.8401, 1.3975], [1.9642, 1.1978, -0.5366], [1.3748, -2.1884, 0.8030], [0.3353, 2.3718, 1.7680], [-2.4872, -0.1530, -0.4525], [0.8934, 2.6190, -0.6596], [-0.5764, -5.3332, -1.3576], [-3.3901, 1.4023, -0.7111]], "forces_ev_per_a": [[-0.2620, 0.2938, 0.0902], [0.2718, -0.2981, 0.1824], [0.0447, 0.0817, 0.0640], [-0.1735, 0.0556, -0.5676], [0.7340, 0.6072, 0.9947], [0.8196, -0.4175, 0.0529], [-1.2158, 0.0656, -0.3598], [0.4872, -0.2006, -0.3129], [0.0373, -0.1305, -0.2107], [0.0704, -0.1996, 0.1602], [-0.0215, -0.1109, -0.0805], [-0.0438, 0.2998, 0.0162], [-0.2092, 0.3179, -0.0937], [-0.0276, -0.4176, -0.2020], [-0.1986, -0.1133, -0.1634], [-0.1744, 0.1853, 0.0940], [0.3184, 0.0242, 0.0821], [-0.0285, -0.0235, 0.0675], [-0.0767, 0.1173, 0.0911], [-0.2652, 0.1882, 0.5133], [0.3013, -0.0927, -0.1333], [-0.2272, -0.0006, -0.2033], [-0.1608, -0.2315, -0.0813]]}

Record 5
{"formula": "C4H15NO3", "method": "ωB97M-V with the def2-TZVPD basis set", "homo_energy_ev": -9.661, "smiles": "C/C=C/CN.O.O.O", "total_charge": 0, "e_above_lowest_kj_mol": 237.95, "symbols": ["O", "O", "O", "N", "C", "C", "C", "C", "H", "H", "H", "H", "H", "H", "H", "H", "H", "H", "H", "H", "H", "H", "H"], "xyz": [[0.3188, 3.2745, 1.7127], [1.2904, 3.4632, -1.7456], [-0.3813, -3.7013, 1.5637], [0.5250, -2.1489, -1.7134], [-2.1440, 0.4587, 0.7817], [-1.1037, -0.2461, -0.1615], [0.2077, -0.4508, 0.1298], [1.0821, -1.1670, -0.8039], [2.0367, -1.6793, -0.2966], [0.4445, -2.9117, -1.1923], [-1.0907, -3.3593, 0.9414], [0.5236, -3.7661, 1.1637], [-1.3989, -0.7193, -1.0880], [0.6264, 3.1556, -1.1537], [2.0414, 3.0348, -1.4244], [0.6901, 2.9310, 0.9019], [-0.5286, 2.7936, 1.8144], [-3.1311, 0.5136, 0.3330], [-2.1914, 0.1455, 1.7884], [-1.6871, 1.4415, 0.7513], [1.5789, -0.4599, -1.4186], [-0.3381, -1.8616, -2.0846], [0.6725, -0.0764, 1.0352]], "forces_ev_per_a": [[-0.8940, -0.3273, 0.3236], [-1.0637, 1.1238, -1.0967], [-0.2453, 0.2438, -0.7760], [1.7320, 3.2294, -1.4803], [1.7443, 0.3651, -2.7242], [0.8708, -0.8413, 1.8479], [-2.3444, 0.5503, 0.3328], [3.0621, -1.3911, 0.0969], [-2.2336, 0.9490, -0.6128], [-0.9966, -4.3965, 2.1075], [1.9868, -0.5707, 0.7646], [-1.7115, 0.3524, 0.0460], [-0.6958, 0.2811, 0.0220], [-1.2204, -0.1691, 0.4519], [2.2631, -0.9720, 0.5285], [0.2027, -0.1228, -0.1742], [0.7281, 0.4315, -0.0164], [0.0000, -0.0416, 0.0271], [0.1180, -0.7701, 0.9538], [-0.6409, 0.6922, 0.4280], [0.5853, 1.1105, -0.6251], [-1.1090, 0.1647, -0.5565], [-0.1379, 0.1087, 0.1316]]}

Record 6
{"formula": "C4H15NO3", "method": "ωB97M-V with the def2-TZVPD basis set", "homo_energy_ev": -8.753, "smiles": "CNCCCO.O.O", "total_charge": 0, "e_above_lowest_kj_mol": 281.66, "symbols": ["O", "O", "O", "N", "C", "C", "C", "C", "H", "H", "H", "H", "H", "H", "H", "H", "H", "H", "H", "H", "H", "H", "H"], "xyz": [[-0.6876, -1.8290, -2.0854], [-2.3999, 2.4137, 0.5898], [-0.8706, -3.5160, 3.3110], [1.8698, 0.0607, 0.2520], [-0.3044, 1.1273, 0.3362], [-0.9877, 2.4995, 0.1647], [1.1533, 1.3400, -0.1124], [1.7211, -1.0136, -0.8209], [-0.4655, 0.6564, 1.3776], [-0.7611, 0.4523, -0.5219], [2.5517, -1.7961, -0.7546], [-0.8690, -1.1735, -2.8174], [0.8626, -1.5480, -0.5501], [-0.4610, 3.3073, 0.8384], [2.8238, 0.3738, 0.3718], [1.5686, -0.5826, -1.8232], [-1.1913, -2.5572, -2.5001], [-2.9158, 1.8151, 0.2124], [1.5050, 2.1014, 0.5910], [-1.1099, 2.8141, -0.7738], [-1.4090, -2.7564, 3.4147], [1.4931, 1.6776, -1.1405], [-1.1162, -3.8667, 2.4405]], "forces_ev_per_a": [[-1.3969, 0.3664, -2.3864], [4.0737, 5.0714, 3.7410], [0.6090, -1.3120, -0.6025], [0.2448, 0.4934, -1.2740], [-1.1629, 0.0170, -3.1308], [-1.2736, -1.4047, 5.3215], [1.0005, -1.6784, 1.8097], [1.8424, 0.8071, 1.4565], [0.6657, 0.9005, -1.8101], [0.4505, 0.8361, 2.0601], [-0.7658, 1.4455, -0.2990], [0.6259, -0.4425, 1.3554], [-1.2417, -0.6362, 0.1045], [-1.2847, -1.4722, -1.2726], [0.3473, -0.6286, -0.2088], [0.4125, -0.2582, 0.1707], [0.3622, -0.0759, 0.7400], [-2.7157, -4.2946, -3.0295], [0.4874, 0.0087, -0.1361], [0.7150, 1.2513, -3.9417], [-0.7761, 1.1963, 0.2201], [-1.3920, -0.3098, 0.7295], [0.1727, 0.1193, 0.3826]]}

no.,total energy (eV)
1,-20809.762
2,-12021.900
3,-12021.611
4,-12023.210
5,-12021.752
6,-12021.299